The following is a quantum chemistry calculation of a cluster of 2 separate species, C17H23NO2 in total in a non-equilibrium geometry, from OMol25.

```
43
C17H23NO2 ωB97M-V with the def2-TZVPD basis set
C 1.511 5.287 5.646
H 2.416 4.493 5.687
O 1.398 5.513 4.320
C 1.144 4.714 3.358
C 1.123 5.240 1.955
C 0.617 4.427 1.057
C 0.377 3.138 1.291
C 0.794 2.481 2.692
C 1.082 3.388 3.735
H 1.125 2.993 4.619
H 0.529 1.400 3.086
C 0.261 2.068 0.394
C 0.127 0.796 0.130
C -0.426 -0.048 -0.888
O -0.393 0.526 -2.030
N -0.626 -1.222 -0.753
H -0.402 -1.652 -0.006
C -0.942 -2.154 -1.856
C -2.177 -3.117 -1.464
C -2.438 -4.266 -2.176
C -1.533 -4.193 -3.554
C -0.264 -3.950 -3.257
C 0.156 -3.299 -2.024
C 1.425 -2.504 -2.193
H 2.541 -3.456 -2.423
H 1.524 -1.866 -3.044
H 1.942 -2.030 -1.480
H 0.273 -4.079 -1.163
H 0.203 -3.388 -4.246
H 0.298 -4.995 -3.411
H -2.019 -3.445 -4.046
H -1.696 -5.103 -4.163
H -3.409 -4.590 -2.339
H -1.809 -5.011 -1.732
H -3.017 -2.242 -1.784
H -2.324 -3.265 -0.275
H -0.851 -1.670 -2.716
H -0.168 0.226 1.198
H 0.011 2.535 -0.671
H 0.411 4.734 0.259
H 0.903 6.282 1.798
H 1.607 6.351 6.358
H 0.695 4.955 6.113
```

The relative energy (zero: lowest compared OMol25 entry of this formula, charge and spin) is 352.78 kcal per mole. The value obtained for the maximum force is 14.164 eV Å⁻¹. The value obtained for the frontier orbital gap is 0.286 Eh. The value obtained for the energy is -866.30797 hartree.

The following is a quantum chemistry calculation of a cluster of 11 separate species, C10H40ClN20O14 in total in a non-equilibrium geometry, from OMol25.

```
85
C10H40ClN20O14 ωB97M-V with the def2-TZVPD basis set
Cl -3.033 1.177 9.646
O -3.783 0.771 10.788
O -2.289 0.028 9.188
O -3.808 1.709 8.529
O -2.202 2.249 10.149
C -3.480 -2.081 12.985
O -3.940 -2.889 12.165
N -2.830 -0.980 12.636
N -3.385 -2.380 14.283
H -2.611 -0.253 13.294
H -2.784 -0.859 11.639
H -3.679 -3.278 14.618
H -3.140 -1.560 14.819
C -2.310 2.191 14.778
O -2.399 0.988 14.945
N -2.611 2.789 13.596
N -2.257 3.072 15.776
H -2.902 2.276 12.776
H -2.651 3.781 13.446
H -2.127 2.718 16.709
H -2.260 4.065 15.632
C 0.698 -0.448 12.293
O 1.481 -0.574 13.232
N -0.033 -1.467 11.787
N 0.303 0.686 11.585
H -0.391 -1.430 10.850
H -0.100 -2.312 12.329
H -0.434 0.491 10.933
H 0.492 1.610 11.936
C -3.633 -3.609 7.771
O -2.460 -3.702 7.415
N -4.172 -2.460 8.232
N -4.523 -4.605 7.628
H -5.007 -2.378 8.790
H -3.371 -1.881 8.455
H -4.069 -5.502 7.682
H -5.489 -4.452 7.855
C -1.848 5.965 8.988
O -1.417 5.490 10.031
N -1.495 7.209 8.565
N -2.826 5.384 8.255
H -1.612 7.232 7.563
H -0.653 7.407 9.089
H -3.331 5.937 7.585
H -3.085 4.430 8.456
C 2.097 3.205 9.041
O 2.546 2.975 10.138
N 0.864 3.690 8.788
N 2.819 3.274 7.866
H 0.261 3.815 9.589
H 0.540 3.963 7.881
H 2.426 3.474 6.967
H 3.821 3.300 7.963
C 2.243 -1.188 8.591
O 2.408 -1.851 7.583
N 3.198 -0.757 9.470
N 1.130 -0.477 8.917
H 4.061 -1.282 9.466
H 2.845 -0.511 10.378
H 0.286 -0.660 8.393
H 1.137 0.145 9.706
C -6.303 3.861 10.579
O -6.889 2.786 10.466
N -6.925 5.079 10.584
N -4.965 3.885 10.672
H -7.911 5.152 10.404
H -6.480 5.791 11.139
H -4.372 4.538 11.148
H -4.651 3.096 10.125
C -8.354 1.535 7.148
O -9.175 1.753 6.254
N -8.713 1.179 8.398
N -7.030 1.537 6.926
H -7.932 0.856 8.947
H -9.541 0.606 8.432
H -6.290 1.223 7.533
H -6.792 1.548 5.947
C -7.077 -1.476 10.502
O -8.225 -1.553 10.036
N -6.362 -2.610 10.675
N -6.592 -0.390 11.137
H -5.383 -2.637 10.942
H -6.841 -3.433 10.354
H -5.733 -0.600 11.623
H -6.919 0.561 11.166
```

The relative energy (zero: lowest compared OMol25 entry of this formula, charge and spin) is 43.63 kcal per mole. Its charge is -1. The value obtained for the maximum force is 3.101 eV Å⁻¹. The value obtained for the frontier orbital gap is 0.329 Eh. The value obtained for the energy is -3013.93278 hartree.

The following is a quantum chemistry calculation of a cluster of 7 separate species, C15H43N13O7 in total in a non-equilibrium geometry, from OMol25.

```
78
C15H43N13O7 ωB97M-V with the def2-TZVPD basis set
C -4.294 2.710 -2.115
O -4.130 2.313 -0.931
N -3.763 2.182 -3.186
N -5.109 3.711 -2.457
H -3.100 1.426 -3.093
H -4.109 2.444 -4.098
H -5.604 4.171 -1.707
H -5.295 3.936 -3.424
C -0.131 1.352 -3.670
O -0.801 2.304 -3.301
N 1.084 1.446 -4.098
N -0.571 0.154 -3.678
H 1.450 2.348 -4.366
H 1.487 0.689 -4.631
H 0.002 -0.674 -3.755
H -1.492 0.098 -3.266
C 3.169 2.936 -0.337
O 2.931 3.642 -1.277
N 2.605 2.853 0.846
N 4.022 1.967 -0.428
H 2.183 3.732 1.108
H 3.014 2.421 1.662
H 4.291 1.529 0.441
H 4.367 1.731 -1.348
C -0.663 1.565 0.627
O 0.132 1.410 1.605
N -0.269 2.395 -0.342
N -1.889 1.190 0.606
H -0.931 2.623 -1.069
H 0.723 2.543 -0.463
H -2.450 1.624 -0.112
H -2.341 0.684 1.354
C -2.050 -0.541 4.028
O -2.937 0.002 3.407
N -0.838 -0.732 3.696
N -2.182 -0.925 5.308
H -0.363 -0.363 2.884
H -0.480 -1.424 4.338
H -2.920 -0.633 5.934
H -1.463 -1.464 5.768
C -0.550 5.235 3.056
O -1.237 5.071 4.062
N -0.089 6.369 2.692
N -0.230 4.273 2.180
H 0.431 6.485 1.834
H -0.457 7.121 3.256
H 0.356 4.586 1.420
H -0.631 3.349 2.107
C -1.303 -1.965 -0.852
C 0.183 -2.441 -0.427
C 0.269 -2.217 1.064
C 1.458 -2.945 1.751
C 1.575 -4.372 1.283
C 1.512 -4.597 -0.276
N 0.394 -3.859 -0.823
O 0.184 -4.055 -2.182
C 2.838 -4.196 -0.952
C 1.423 -6.190 -0.455
C 1.230 -1.382 -1.131
H -1.374 -0.895 -1.050
H -2.024 -2.351 -0.131
H -1.584 -2.266 -1.861
H 0.302 -1.128 1.104
H -0.660 -2.510 1.553
H 1.309 -3.080 2.823
H 2.337 -2.368 1.466
H 0.864 -5.008 1.809
H 2.582 -4.544 1.663
H 3.686 -4.872 -0.844
H 2.781 -4.256 -2.038
H 3.155 -3.243 -0.528
H 0.489 -6.547 -0.022
H 1.609 -6.541 -1.470
H 2.147 -6.761 0.127
H 1.426 -1.653 -2.169
H 2.246 -1.302 -0.744
H 1.007 -0.317 -1.191
H 1.063 -4.005 -2.564
```

Its charge is +1. The value obtained for the maximum force is 6.048 eV Å⁻¹. Its multiplicity is 2. Its expectation value of S² is 0.75. The value obtained for the frontier orbital gap (spin up / spin down) is 0.282 / 0.121 Eh. The value obtained for the energy is -1835.61413 hartree.

The following is a quantum chemistry calculation of a structure of composition C32H28F6N6O5P2S2SeV in a non-equilibrium geometry, from OMol25.

```
83
C32H28F6N6O5P2S2SeV ωB97M-V with the def2-TZVPD basis set
V 0.207 -0.737 -0.687
N 0.288 1.461 1.982
P 1.302 0.603 0.890
C 2.231 -0.313 2.175
C 3.027 0.373 3.092
C 3.642 -0.310 4.129
C 3.462 -1.681 4.256
C 2.676 -2.370 3.346
C 2.060 -1.688 2.305
C 2.548 1.860 0.430
C 2.265 3.221 0.419
C 3.179 4.118 -0.109
C 4.375 3.662 -0.644
C 4.664 2.306 -0.632
C 3.757 1.409 -0.092
P -1.226 2.188 1.530
C -1.164 3.584 2.739
C -1.397 4.875 2.278
C -1.383 5.955 3.152
C -1.138 5.748 4.499
C -0.916 4.460 4.971
C -0.925 3.385 4.099
C -2.424 1.188 2.510
C -3.775 1.449 2.299
C -4.745 0.813 3.059
C -4.367 -0.097 4.034
C -3.022 -0.363 4.246
C -2.051 0.268 3.482
H 0.838 2.058 2.590
H 3.170 1.443 2.987
H 4.262 0.224 4.838
H 3.938 -2.211 5.071
H 2.543 -3.439 3.450
H 1.443 -2.218 1.590
H 1.310 3.579 0.786
H 2.945 5.176 -0.129
H 5.080 4.364 -1.072
H 5.586 1.941 -1.066
H 3.969 0.346 -0.100
H -1.598 5.030 1.224
H -1.574 6.953 2.778
H -1.126 6.584 5.187
H -0.753 4.293 6.029
H -0.768 2.382 4.476
H -4.064 2.168 1.538
H -5.793 1.033 2.896
H -5.119 -0.604 4.624
H -2.724 -1.075 5.003
H -1.002 0.040 3.627
F 0.262 -0.118 -4.032
C 1.558 -0.181 -4.377
F 1.633 -0.746 -5.574
F 2.019 1.062 -4.461
S 2.454 -1.180 -3.081
O 2.115 -0.523 -1.833
O 3.811 -1.185 -3.494
N 1.718 -2.571 -3.206
S 0.653 -2.812 -2.073
O -0.574 -2.055 -2.231
O 1.188 -2.854 -0.735
C 0.062 -4.518 -2.482
F -0.412 -4.518 -3.728
F -0.939 -4.780 -1.648
F 0.988 -5.454 -2.365
C -0.199 3.519 -3.558
N -0.979 2.439 -2.964
C -2.251 2.194 -3.347
C -2.964 1.200 -2.778
C -2.349 0.414 -1.763
N -1.070 0.625 -1.410
C -0.369 1.647 -1.990
O 0.782 1.882 -1.683
N -3.054 -0.505 -1.112
H -0.381 4.454 -3.025
H -0.468 3.642 -4.605
H 0.853 3.270 -3.477
H -2.651 2.832 -4.122
H -3.984 1.002 -3.070
H -3.970 -0.765 -1.429
H -2.563 -1.090 -0.444
Se -1.927 -3.839 1.951
C -1.297 -2.467 1.109
N -0.895 -1.516 0.528
```

The relative energy (zero: lowest compared OMol25 entry of this formula, charge and spin) is 42.73 kcal per mole. The value obtained for the maximum force is 4.256 eV Å⁻¹. Its multiplicity is 4. Its expectation value of S² is 3.77. The value obtained for the frontier orbital gap (spin up / spin down) is 0.263 / 0.290 Eh. The value obtained for the energy is -7364.78380 hartree.

The following is a quantum chemistry calculation of a cluster of 2 separate species, C2H8S in total, from OMol25.

```
11
C2H8S ωB97M-V with the def2-TZVPD basis set
C 2.012 -0.164 -2.532
H 1.861 -0.170 -1.451
H 2.941 -0.666 -2.783
H 1.177 -0.593 -3.077
H 2.118 0.888 -2.799
C 0.099 -0.637 1.285
S -1.298 0.364 0.825
H -0.267 -1.491 1.850
H 0.754 0.011 1.868
H 0.627 -0.954 0.378
H -0.633 1.538 0.709
```

The relative energy (zero: lowest compared OMol25 entry of this formula, charge and spin) is 1.18 kcal per mole. Its charge is +1. The value obtained for the maximum force is 0.649 eV Å⁻¹. Its multiplicity is 2. Its expectation value of S² is 0.75. The value obtained for the frontier orbital gap (spin up / spin down) is 0.437 / 0.253 Eh. The value obtained for the energy is -478.81951 hartree.

Number 1: M 273.38 g mol⁻¹. Number 2: M 700.01 g mol⁻¹. Number 3: M 517.59 g mol⁻¹. Number 4: M 946.59 g mol⁻¹. Number 5: M 64.15 g mol⁻¹.